The following is a quantum chemistry calculation of 2 unconnected molecules or ions with the total composition C10H24, from the Open Molecules 2025 dataset.

Each atom is followed by the atoms it is bonded to, with distances in Å.
Cartesian coordinates (Å):
1 C 0.026 -0.457 -0.131  C2 1.529, H6 1.103, H7 1.103, H8 1.103
2 C 0.526 0.077 1.211  C1 1.529, C3 1.527, H9 1.107, H10 1.107
3 C -0.047 1.453 1.543  C2 1.527, C4 1.527, H11 1.107, H12 1.107
4 C 0.443 2.002 2.881  C3 1.527, C5 1.529, H13 1.107, H14 1.107
5 C -0.141 3.379 3.196  C4 1.529, H15 1.103, H16 1.103, H17 1.103
6 H -1.074 -0.545 -0.117  C1 1.103
7 H 0.313 0.232 -0.943  C1 1.103
8 H 0.455 -1.450 -0.344  C1 1.103
9 H 0.247 -0.630 2.016  C2 1.107
10 H 1.631 0.145 1.191  C2 1.107
11 H 0.232 2.161 0.739  C3 1.107
12 H -1.152 1.386 1.564  C3 1.107
13 H 0.164 1.291 3.683  C4 1.107
14 H 1.548 2.067 2.858  C4 1.107
15 H 0.145 4.099 2.411  C5 1.103
16 H -1.241 3.323 3.238  C5 1.103
17 H 0.230 3.750 4.167  C5 1.103
18 C 3.862 1.390 -2.068  C19 1.529, H23 1.103, H24 1.103, H25 1.103
19 C 3.279 2.768 -1.755  C18 1.529, C20 1.527, H26 1.107, H27 1.107
20 C 3.771 3.321 -0.419  C19 1.527, C21 1.527, H28 1.107, H29 1.107
21 C 3.198 4.698 -0.090  C20 1.527, C22 1.529, H30 1.107, H31 1.107
22 C 3.701 5.235 1.250  C21 1.529, H32 1.103, H33 1.103, H34 1.103
23 H 4.963 1.446 -2.111  C18 1.103
24 H 3.576 0.672 -1.281  C18 1.103
25 H 3.490 1.017 -3.037  C18 1.103
26 H 3.558 3.477 -2.559  C19 1.107
27 H 2.174 2.704 -1.731  C19 1.107
28 H 3.492 2.614 0.386  C20 1.107
29 H 4.875 3.387 -0.442  C20 1.107
30 H 3.477 5.403 -0.897  C21 1.107
31 H 2.094 4.630 -0.069  C21 1.107
32 H 3.414 4.548 2.064  C22 1.103
33 H 4.800 5.322 1.234  C22 1.103
34 H 3.272 6.229 1.461  C22 1.103

The orbital gap comes out at 12.29 eV. Its total energy is -10759.680 eV. Its SMILES is CCCCC.CCCCC. Its charge is 0. The energy relative to the best compared isomer or geometry (same formula, charge and spin) is 5.6 kcal per mole.